ORCA calculation (ωB97M-V with the def2-TZVPD basis set) on 2 unconnected molecules or ions with the total composition C2HCl5O.

Calculated values
Total energy: -2452.99176 Ha
Net charge: 0
SMILES: ClC(Cl)Cl.O=C(Cl)Cl
ΔE to the lowest compared entry with this formula, charge and spin: 0.0000 eV
Highest occupied orbital energy: -0.3991 Eh

Last columns: bonded neighbours and bond lengths (Å).
Atoms and positions in Å:
1 Cl -2.12888 -0.11503 -0.00652  C2 1.731
2 C -0.99272 0.73447 -0.99794  Cl1 1.731, Cl3 1.806, Cl4 1.772, H5 1.021
3 Cl -1.97729 1.30309 -2.40084  C2 1.806
4 Cl -0.27073 2.05302 -0.06011  C2 1.772
5 H -0.38970 -0.02406 -1.31891  C2 1.021
6 O 1.93307 -0.29791 -0.65896  C7 1.166
7 C 2.84995 0.10479 -0.06220  O6 1.166, Cl8 1.811, Cl9 1.754
8 Cl 2.62108 1.20526 1.35821  C7 1.811
9 Cl 4.51268 0.01011 -0.61178  C7 1.754